ORCA calculation (wB97M-V/def2-TZVPD) on a structure of composition C37H60BBr18NO3S in a non-equilibrium geometry.

* HOMO energy: -7.1 eV
* LUMO energy: 0.0023 Ha
* frontier orbital gap: 7.150 eV

```
! RIJCOSX wB97M-V def2-TZVPD def2/J DEFGRID3
* xyz 0 1
C -0.38 -6.87 -0.47
O 0.99 -6.98 -0.87
C 1.28 -6.21 -2.05
C 2.20 -4.95 -1.75
C 2.15 -4.48 -0.23
C 2.68 -3.00 0.00
C 1.51 -1.95 0.39
C 1.06 -1.22 -1.00
C 1.56 0.06 -1.54
C 1.13 0.67 -2.86
C 0.12 -0.04 -3.67
C -0.43 -1.37 -3.10
C 0.01 -1.97 -1.81
N -0.54 -3.24 -1.30
C -2.01 -3.22 -1.31
C -2.78 -3.59 -0.10
C -4.28 -3.55 -0.13
C -5.04 -3.15 -1.32
C -6.60 -3.04 -1.43
B -7.39 -3.20 -0.04
O -7.53 -4.50 0.53
O -8.01 -2.10 0.63
C -4.26 -2.78 -2.55
C -2.80 -2.82 -2.52
S -1.76 -2.33 -3.96
H -1.10 -6.85 -1.34
H -0.59 -5.97 0.18
H -0.62 -7.80 0.13
H 0.34 -5.94 -2.63
H 1.87 -6.88 -2.76
H 3.25 -5.12 -2.12
H 1.81 -4.07 -2.37
H 1.12 -4.66 0.19
H 2.84 -5.20 0.32
H 3.47 -2.95 0.81
H 3.14 -2.61 -0.96
H 1.85 -1.25 1.19
H 0.62 -2.50 0.80
H 2.30 0.66 -0.96
H 1.54 1.65 -3.22
H -0.24 0.40 -4.64
H -0.29 -3.91 -2.05
H -2.28 -3.88 0.86
H -4.81 -3.81 0.82
H -6.97 -3.81 -2.18
H -6.83 -2.03 -1.89
H -6.63 -4.77 0.80
H -7.34 -1.66 1.20
H -4.82 -2.46 -3.46
Br 0.21 -0.05 0.88
C -0.10 0.65 2.68
C -1.56 0.90 2.94
Br -2.15 2.54 2.06
H 0.51 1.55 2.78
H 0.28 -0.12 3.35
H -1.75 1.07 4.00
H -2.20 0.10 2.58
Br -6.25 -2.27 -8.05
C -6.95 -1.09 -6.67
C -5.98 0.03 -6.37
Br -4.50 -0.59 -5.27
H -7.17 -1.71 -5.81
H -7.88 -0.70 -7.08
H -6.47 0.80 -5.78
H -5.55 0.48 -7.26
Br 1.39 -2.03 -4.04
C 2.80 -1.75 -5.40
C 3.20 -3.04 -6.07
Br 4.35 -4.11 -4.92
H 3.63 -1.25 -4.89
H 2.36 -1.06 -6.12
H 3.80 -2.85 -6.96
H 2.35 -3.67 -6.34
Br 1.69 4.02 -5.81
C 2.48 5.58 -4.94
C 3.21 5.19 -3.68
Br 1.97 4.85 -2.22
H 1.68 6.29 -4.77
H 3.18 5.98 -5.68
H 3.84 6.01 -3.34
H 3.82 4.30 -3.80
Br 3.31 3.05 1.39
C 2.00 4.42 1.87
C 2.64 5.78 1.93
Br 3.67 6.01 3.57
H 1.55 4.11 2.80
H 1.25 4.38 1.08
H 1.88 6.56 1.97
H 3.31 5.98 1.10
Br -2.79 4.88 -0.87
C -4.30 5.25 0.31
C -4.76 6.68 0.17
Br -3.56 7.90 1.11
H -3.99 4.99 1.32
H -5.08 4.56 -0.01
H -5.73 6.82 0.65
H -4.81 7.02 -0.86
Br 2.64 -1.34 5.53
C 0.97 -2.11 6.17
C 0.76 -3.50 5.63
Br 0.19 -3.46 3.77
H 0.18 -1.42 5.90
H 1.07 -2.13 7.26
H -0.04 -4.01 6.17
H 1.66 -4.12 5.67
Br 4.45 -0.88 9.47
C 5.83 -0.58 8.14
C 6.25 -1.87 7.48
Br 7.41 -2.92 8.64
H 6.65 -0.07 8.64
H 5.38 0.09 7.41
H 6.84 -1.68 6.59
H 5.41 -2.51 7.22
Br 2.00 8.88 5.64
C 3.77 9.63 5.36
C 3.72 10.85 4.47
Br 3.49 10.35 2.60
H 4.39 8.83 4.96
H 4.12 9.90 6.35
H 4.66 11.39 4.50
H 2.90 11.53 4.72
*
```



ORCA calculation (wB97M-V/def2-TZVPD) on a structure of composition C37H60F3N10O9SV in a non-equilibrium geometry.

* HOMO energy (spin up / spin down): -7.7 / -7.7 eV
* relative energy (zero: lowest compared OMol25 entry of this formula, charge and spin): 445.2 kJ/mol
* LUMO energy (spin up / spin down): -0.0285 / -0.0150 Ha
* frontier orbital gap (spin up / spin down): 6.940 / 7.307 eV

```
! RIJCOSX wB97M-V def2-TZVPD def2/J DEFGRID3
* xyz 0 3
V -0.96 -0.69 0.51
N -1.89 -3.18 0.29
O -0.92 -2.70 -0.25
O -1.97 -4.31 0.59
O -2.41 -2.19 0.80
N 0.30 1.05 -1.06
O 0.13 1.21 0.15
O 1.11 1.74 -1.70
O -0.12 -0.08 -1.38
C -4.85 0.82 1.29
F -5.50 1.73 0.59
F -5.10 0.91 2.57
F -5.18 -0.37 0.80
S -3.03 1.15 1.05
O -2.73 2.60 1.13
O -2.20 0.30 1.89
O -2.56 0.48 -0.15
N -3.94 -2.43 5.61
C -4.59 -1.94 4.56
C -4.28 -2.57 3.42
C -3.60 -3.72 3.90
C -3.39 -3.60 5.29
H -4.07 -1.97 6.51
H -5.11 -1.02 4.77
H -4.69 -2.35 2.44
H -3.29 -4.55 3.28
H -3.00 -4.24 6.08
N 4.60 -5.41 -2.31
C 3.84 -4.30 -2.06
C 2.53 -4.76 -2.18
C 2.48 -6.08 -2.62
C 3.82 -6.50 -2.65
H 5.61 -5.47 -2.32
H 4.28 -3.38 -1.72
H 1.69 -4.12 -1.96
H 1.56 -6.65 -2.70
H 4.24 -7.48 -2.82
N 2.51 4.12 1.72
C 3.11 4.37 2.93
C 3.96 3.28 3.25
C 3.67 2.34 2.25
C 2.84 2.89 1.26
H 1.88 4.74 1.22
H 2.86 5.33 3.36
H 4.58 3.16 4.12
H 4.01 1.31 2.22
H 2.37 2.45 0.38
N -0.24 6.81 -0.90
C -0.52 5.91 0.11
C 0.25 4.78 -0.01
C 1.20 5.05 -0.98
C 0.79 6.29 -1.57
H -0.70 7.70 -0.98
H -1.33 6.11 0.80
H 0.13 3.92 0.63
H 1.98 4.38 -1.29
H 1.15 6.84 -2.42
N -3.22 -3.13 -3.14
C -4.32 -2.91 -2.39
C -4.40 -1.51 -2.21
C -3.25 -0.91 -2.82
C -2.51 -1.96 -3.34
H -2.90 -4.06 -3.36
H -4.91 -3.80 -2.26
H -5.19 -0.92 -1.76
H -2.99 0.13 -2.94
H -1.55 -1.99 -3.83
N -1.69 3.98 3.70
C -0.62 4.80 4.02
C -0.62 5.08 5.38
C -1.67 4.40 5.96
C -2.25 3.69 4.93
H -2.01 3.56 2.84
H -0.06 5.21 3.18
H 0.02 5.71 5.99
H -1.95 4.43 7.00
H -3.04 2.96 4.89
C 0.16 1.24 -6.04
C 0.54 -0.17 -6.44
N 1.93 -0.55 -6.18
C 2.85 0.21 -7.05
C 4.22 -0.48 -7.15
C 2.29 -0.64 -4.76
C 1.67 -1.79 -3.98
H 0.81 2.03 -6.43
H 0.18 1.36 -4.95
H -0.84 1.45 -6.41
H -0.13 -0.72 -5.78
H 0.21 -0.49 -7.42
H 2.41 0.35 -8.03
H 3.00 1.23 -6.70
H 4.92 0.07 -7.77
H 4.75 -0.66 -6.21
H 4.02 -1.33 -7.80
H 2.01 0.28 -4.24
H 3.36 -0.84 -4.66
H 0.59 -1.69 -3.97
H 2.03 -1.67 -2.96
H 1.96 -2.82 -4.21
C 0.00 1.13 3.51
C 0.95 0.00 2.98
N 0.21 -1.13 2.31
C -0.65 -1.88 3.30
C 0.05 -2.32 4.63
C 1.29 -2.08 1.90
C 2.19 -1.59 0.75
H -0.79 0.75 4.15
H -0.46 1.67 2.69
H 0.54 1.89 4.08
H 1.64 0.42 2.25
H 1.54 -0.39 3.81
H -0.95 -2.88 2.96
H -1.53 -1.30 3.57
H -0.03 -1.58 5.42
H 1.09 -2.62 4.50
H -0.43 -3.20 5.05
H 1.94 -2.40 2.72
H 0.80 -2.98 1.54
H 1.75 -1.30 -0.20
H 2.75 -0.72 1.08
H 2.94 -2.35 0.54
*
```



ORCA calculation (wB97M-V/def2-TZVPD) on a cluster of 6 separate species, C37H60F9N2O27P2S5 in total in a non-equilibrium geometry.

* HOMO energy: -11.4 eV
* LUMO energy: -0.0903 Ha
* frontier orbital gap: 8.948 eV

```
! RIJCOSX wB97M-V def2-TZVPD def2/J DEFGRID3
* xyz 1 1
C -0.48 -1.75 5.37
C -0.32 -1.13 3.99
O -1.50 -0.27 3.75
P -1.65 0.25 2.26
O -2.71 1.27 2.21
C -0.08 1.03 1.73
C 0.67 0.15 0.73
C 1.99 0.70 0.15
C 2.81 1.30 1.29
N 2.82 0.38 2.45
O 2.76 -0.43 -0.28
C 2.16 -1.23 -1.29
C 3.27 -2.16 -1.81
C 3.01 -3.62 -1.43
O 4.28 -4.29 -1.28
C 4.47 -4.81 -0.03
O 4.46 -5.98 0.18
C 1.33 -0.42 -2.32
C 1.24 -0.92 -3.76
F 0.28 -0.11 -4.34
F 2.35 -0.67 -4.46
C 0.75 -2.38 -3.96
F 1.81 -3.10 -4.35
F 0.29 -2.92 -2.82
C -0.32 -2.57 -5.06
F -0.36 -3.90 -5.27
F 0.06 -2.01 -6.21
C -1.80 -2.15 -4.68
F -2.32 -1.48 -5.69
F -1.84 -1.42 -3.57
F -2.54 -3.23 -4.49
N 1.83 0.98 -2.37
C 1.87 1.68 -1.04
C 0.71 2.72 -0.97
C -0.66 2.22 -1.44
C -1.72 3.31 -1.33
C -2.46 3.70 -2.45
C -3.46 4.66 -2.34
C -3.75 5.26 -1.12
C -3.00 4.89 -0.01
C -2.00 3.92 -0.11
P 3.46 2.74 -1.19
C 3.31 3.52 -2.84
O 3.14 3.96 -0.15
O -2.01 -0.96 1.28
C -2.99 -0.68 0.25
C -4.40 -0.95 0.70
H 0.45 -1.70 5.91
H -1.24 -1.16 5.88
H -0.88 -2.75 5.28
H 0.55 -0.48 3.96
H -0.29 -1.88 3.21
H -0.41 1.99 1.36
H 0.48 1.19 2.65
H 0.95 -0.75 1.27
H -0.05 -0.18 -0.02
H 3.84 1.43 0.97
H 2.39 2.26 1.58
H 3.55 -0.31 2.28
H 3.12 0.93 3.25
H 1.44 -1.89 -0.79
H 4.18 -1.90 -1.28
H 3.50 -2.05 -2.87
H 2.47 -4.17 -2.20
H 2.51 -3.66 -0.46
H 4.65 -4.08 0.76
H 0.30 -0.35 -1.98
H 1.32 1.57 -3.03
H 2.79 0.93 -2.75
H 0.70 3.20 0.00
H 0.99 3.51 -1.67
H -1.04 1.37 -0.88
H -0.62 1.96 -2.50
H -2.28 3.25 -3.42
H -4.05 4.95 -3.20
H -4.54 5.99 -1.01
H -3.21 5.32 0.96
H -1.48 3.68 0.80
H 2.93 2.85 -3.62
H 2.66 4.40 -2.84
H 4.31 3.83 -3.16
H 3.87 4.59 -0.20
H -2.88 0.31 -0.18
H -2.76 -1.39 -0.55
H -4.76 -0.10 1.28
H -5.06 -1.03 -0.16
H -4.46 -1.84 1.33
C 1.90 8.76 -5.38
C 1.77 9.31 -3.98
O 1.47 8.15 -3.18
S 2.19 6.87 -3.79
O 3.40 6.64 -3.09
O 1.23 5.84 -3.96
O 2.56 7.49 -5.21
H 0.93 8.59 -5.84
H 2.49 9.40 -6.03
H 0.98 10.05 -3.88
H 2.71 9.73 -3.62
C -0.19 -2.91 9.74
C -0.96 -1.91 10.58
O -0.17 -0.71 10.50
S 0.54 -0.63 9.07
O -0.24 0.20 8.21
O 1.92 -0.41 9.26
O 0.30 -2.15 8.63
H 0.66 -3.32 10.28
H -0.82 -3.72 9.38
H -1.06 -2.22 11.61
H -1.94 -1.70 10.16
C -5.60 1.69 4.65
C -4.77 2.76 5.30
O -5.54 3.96 5.12
S -7.10 3.61 5.17
O -7.60 3.86 6.48
O -7.71 4.16 4.02
O -6.96 2.02 4.99
H -5.50 1.70 3.57
H -5.37 0.69 5.03
H -3.79 2.86 4.84
H -4.65 2.59 6.38
C 1.24 -6.91 2.70
C -0.01 -6.16 2.28
O -0.51 -5.60 3.50
S 0.71 -5.24 4.47
O 1.01 -3.85 4.35
O 0.46 -5.82 5.74
O 1.83 -6.07 3.70
H 1.00 -7.87 3.15
H 1.94 -7.06 1.88
H -0.76 -6.80 1.83
H 0.23 -5.34 1.60
C 1.81 -4.69 -8.00
C 0.35 -4.31 -8.17
O 0.04 -4.71 -9.51
S 0.88 -6.03 -9.89
O 0.07 -7.17 -9.69
O 1.55 -5.78 -11.12
O 1.93 -5.94 -8.69
H 2.47 -3.96 -8.48
H 2.09 -4.81 -6.96
H 0.18 -3.25 -8.05
H -0.29 -4.86 -7.49
*
```